Below is an isolated molecule of C12H14ClNO3S at a distorted geometry, with properties calculated with ωB97M-V/def2-TZVPD.

Summary:
E_HOMO: -8.816 eV
Total energy: -43650.961 eV
Structure (SMILES): CN(C)/C=C(/C(=O)c1ccccc1Cl)S(C)(=O)=O

The geometry in ORCA input format:
```
! RIJCOSX wB97M-V def2-TZVPD def2/J DEFGRID3
* xyz 0 1
Cl -3.171 -2.216 -1.348
S 0.569 0.895 -0.869
O 0.728 2.203 -0.135
O 1.677 0.888 -1.760
O -0.818 -2.502 0.634
N 3.137 -0.927 0.324
C -2.972 1.617 1.305
C -1.961 -0.462 0.567
C -3.193 -0.563 -0.298
C 4.106 -1.878 0.502
C -0.653 -1.407 0.150
C 3.502 0.443 0.324
C -4.265 0.337 0.006
C -1.824 0.819 1.085
C -4.080 1.216 0.781
C -0.934 1.023 -2.079
C 0.632 -0.615 -0.051
C 1.876 -1.199 0.230
H 3.821 0.644 -0.699
H 2.665 1.246 0.448
H -2.921 2.436 2.152
H -5.001 1.863 0.811
H -5.113 -0.039 -0.457
H 4.511 -1.720 1.531
H -0.832 0.890 1.732
H -1.289 0.120 -2.123
H 4.746 -1.717 -0.369
H -0.583 1.706 -2.805
H -1.747 1.587 -1.292
H 3.608 -3.083 0.590
H 1.527 -2.153 0.303
H 4.250 0.545 0.810
*
```

natural (NBO) population analysis, charges in e, atoms 1 to 4: atom 1 (Cl): -0.09, atom 2 (S): 2.08, atom 3 (O): -0.95, atom 4 (O): -1.01


Below is a cluster of 5 separate species, C31H42IN3O15 in total at a distorted geometry, with properties calculated with ωB97M-V/def2-TZVPD.

Summary:
E_HOMO: -8.094 eV
Total energy: -76110.002 eV
Relative energy (zero: lowest compared OMol25 entry of this formula, charge and spin): 0.0 kcal/mol
Structure (SMILES): CC(C)=Nc1ccc2nc(I)c(COCOCCO)nc2c1.C[C@@H]1COC(=O)O1.C[C@@H]1COC(=O)O1.C[C@@H]1COC(=O)O1.C[C@@H]1COC(=O)O1

The geometry in ORCA input format:
```
! RIJCOSX wB97M-V def2-TZVPD def2/J DEFGRID3
* xyz 0 1
I -0.974 5.703 2.194
O -5.095 4.558 5.239
O 3.010 -3.189 2.527
O 1.041 -8.436 -0.312
O 8.001 3.678 -2.223
O -0.336 -8.121 -2.066
O -7.292 4.995 5.500
O 1.853 -5.117 2.669
O -1.143 -8.964 -0.168
O 2.757 -4.511 0.721
O 3.440 4.979 0.977
O -3.582 1.634 -3.533
O 5.441 4.939 -0.063
O -3.790 0.148 -5.216
O -5.739 6.220 6.582
O -4.411 2.297 -5.497
N -0.995 3.136 0.779
N 1.700 3.249 -0.146
N 1.118 -0.890 -2.494
C -1.246 1.070 -0.404
C 1.128 -7.419 2.230
C -2.289 -8.645 -0.990
C -0.172 4.101 1.032
C -0.042 -8.502 -0.802
C -4.655 3.357 -4.566
C 1.367 1.198 -1.327
C -2.702 4.380 5.732
C 3.434 -1.338 -3.051
C 2.536 -1.844 -0.727
C -6.157 5.233 5.747
C 6.128 4.860 -1.296
C 2.083 5.360 0.957
C -1.655 -8.605 -2.359
C 2.269 -1.333 -2.111
C -3.401 -9.669 -0.821
C 1.182 4.183 0.604
C 6.748 3.490 -1.544
C -4.345 6.006 6.828
C 2.335 -5.880 0.576
C -3.913 1.248 -4.791
C 0.872 2.218 -0.486
C 1.309 -6.015 1.676
C -4.016 3.570 -2.097
C -0.444 2.170 -0.009
C 4.074 5.181 -0.240
C 0.581 0.119 -1.672
C -3.903 5.298 5.570
C -0.764 0.069 -1.198
C 2.579 -4.176 2.026
C -3.640 3.074 -3.485
H -5.686 3.275 -4.212
H 3.712 4.508 -1.029
H -1.565 -9.593 -2.816
H -3.729 6.010 4.760
H 3.966 -2.289 -3.082
H -4.318 -9.185 -0.487
H -2.653 3.448 -3.768
H 3.911 6.212 -0.606
H -2.961 3.344 5.526
H 4.132 -0.615 -2.616
H 7.902 3.441 -3.146
H 0.345 -5.603 1.363
H 3.394 -1.305 -0.318
H 6.968 2.953 -0.623
H 1.861 5.761 1.940
H 1.914 6.120 0.185
H -1.911 4.669 5.041
H 1.405 -7.462 3.284
H 3.204 -6.526 0.719
H -1.419 -0.743 -1.477
H -2.166 -7.936 -3.046
H -2.277 4.439 6.736
H 3.152 -0.960 -4.029
H -4.944 4.143 -2.108
H 2.727 -2.917 -0.703
H 6.139 2.857 -2.192
H -3.635 -10.170 -1.761
H -2.636 -7.654 -0.690
H 5.492 5.129 -2.145
H -3.833 6.953 6.986
H -3.244 4.232 -1.707
H -3.134 -10.421 -0.082
H 0.089 -7.732 2.148
H 6.941 5.588 -1.282
H 1.712 -1.637 -0.046
H 1.923 -6.052 -0.412
H -4.242 5.386 7.722
H -4.514 4.325 -5.040
H 1.714 -8.146 1.690
H -2.273 1.036 -0.063
H 2.380 1.306 -1.687
H -4.127 2.744 -1.397
*
```

Mulliken population analysis, charges in e, atoms 1 to 4: atom 1 (I): 0.06, atom 2 (O): -0.37, atom 3 (O): -0.54, atom 4 (O): -0.51


Below is a cluster of 10 separate species, C18H48O10 in total at a distorted geometry, with properties calculated with ωB97M-V/def2-TZVPD.

Summary:
E_HOMO (spin up / spin down): 0.608 / -6.985 eV
Total energy: -39914.286 eV
⟨S²⟩: 0.750

The geometry in ORCA input format:
```
! RIJCOSX wB97M-V def2-TZVPD def2/J DEFGRID3
* xyz -1 2
O 21.460 -12.156 8.466
O 18.769 -18.074 9.683
O 26.463 -12.841 5.053
O 19.925 -12.867 4.317
O 24.494 -16.779 9.971
O 21.526 -15.753 5.621
O 21.499 -12.487 11.251
O 16.905 -12.345 9.066
O 19.401 -10.355 6.574
O 23.559 -8.539 6.672
C 23.276 -16.915 9.768
C 22.145 -11.898 12.088
C 25.342 -13.163 5.414
C 22.723 -17.718 8.596
C 22.222 -16.124 10.439
C 19.422 -8.914 6.414
C 22.336 -16.843 5.296
C 20.090 -12.346 3.051
C 23.462 -9.516 7.650
C 17.420 -11.484 9.687
C 25.094 -14.224 6.482
C 17.069 -10.013 9.605
C 21.863 -12.018 13.544
C 18.745 -16.918 8.811
C 23.257 -11.019 11.726
C 21.371 -13.354 7.736
C 18.611 -11.902 10.509
C 24.053 -12.511 4.875
H 22.331 -13.870 7.704
H 22.069 -17.123 7.959
H 21.438 -15.639 9.857
H 19.608 -8.430 7.372
H 17.733 -16.903 8.405
H 19.624 -18.075 10.120
H 24.323 -14.946 6.214
H 18.987 -15.961 9.272
H 21.704 -12.444 9.348
H 22.483 -9.994 7.665
H 20.968 -13.038 6.774
H 23.779 -9.241 8.656
H 20.209 -8.671 5.700
H 20.264 -10.733 6.759
H 18.781 -12.951 10.268
H 20.823 -11.868 13.834
H 23.006 -9.975 11.910
H 26.076 -14.668 6.646
H 20.603 -13.961 8.215
H 19.552 -17.139 8.112
H 22.702 -16.678 4.282
H 17.611 -9.365 8.917
H 21.822 -17.803 5.336
H 22.042 -18.454 9.026
H 19.483 -11.302 10.251
H 23.162 -7.738 7.021
H 24.156 -11.991 3.923
H 16.081 -10.057 9.148
H 21.015 -15.504 4.847
H 24.024 -10.444 7.539
H 19.123 -12.359 2.547
H 20.750 -12.947 2.425
H 23.296 -13.290 4.793
H 21.726 -16.894 11.029
H 23.626 -18.114 8.130
H 17.118 -9.559 10.595
H 18.304 -11.674 11.530
H 19.286 -12.313 4.771
H 22.447 -11.427 14.249
H 20.477 -11.342 3.226
H 24.835 -13.775 7.441
H 23.773 -11.760 5.614
H 22.605 -15.366 11.122
H 22.097 -13.070 13.702
H 23.173 -16.878 5.993
H 18.547 -8.382 6.040
H 23.480 -11.024 10.659
H 24.137 -11.392 12.251
*
```

Mulliken population analysis, charges in e, atoms 1 to 4: atom 1 (O): 0.05, atom 2 (O): -0.47, atom 3 (O): -0.55, atom 4 (O): -0.24


Below is a structure of composition C15H22FeN at a distorted geometry, with properties calculated with ωB97M-V/def2-TZVPD.

Summary:
E_HOMO (spin up / spin down): 1.092 / -5.878 eV
Total energy: -51781.607 eV
⟨S²⟩: 6.033
Relative energy (zero: lowest compared OMol25 entry of this formula, charge and spin): 92.7 kcal/mol

The geometry in ORCA input format:
```
! RIJCOSX wB97M-V def2-TZVPD def2/J DEFGRID3
* xyz -1 5
Fe -1.639 -1.085 0.884
N 2.125 1.373 -0.741
C -2.286 -2.951 1.192
C -0.730 0.662 0.584
C -0.172 1.285 -0.623
C 2.347 2.610 0.049
C -3.279 -2.131 0.522
C -2.111 0.039 2.431
C -1.076 -2.907 0.392
C -1.342 -2.135 -0.804
C 2.769 0.233 -0.080
C -0.812 -0.552 2.626
C 2.861 1.548 -2.037
C -0.290 0.592 -1.901
C -2.693 -1.607 -0.708
C 0.008 -0.213 1.496
C -2.065 0.783 1.178
H 0.286 1.195 -2.614
H 2.636 0.245 1.004
H -2.856 1.394 0.766
H 2.706 0.678 -2.681
H 2.530 2.446 -2.574
H 0.253 -0.358 -1.864
H -1.287 0.343 -2.268
H 3.430 2.770 0.202
H 1.952 3.476 -0.505
H 1.039 -0.468 1.327
H -2.449 -3.545 2.098
H -4.323 -2.023 0.801
H -0.161 -3.456 0.576
H -0.036 2.340 -0.580
H -3.226 -1.044 -1.476
H 2.389 -0.708 -0.490
H -0.705 -2.099 -1.687
H -2.961 -0.039 3.111
H 1.856 2.537 1.026
H -0.486 -1.128 3.489
H 3.952 1.635 -1.839
H 3.845 0.261 -0.283
*
```

natural (NBO) population analysis, charges in e, atoms 1 to 4: atom 1 (Fe): 0.48, atom 2 (N): -0.41, atom 3 (C): -0.35, atom 4 (C): -0.16